C5H9Cl2N3O4 as an isolated structure. Source: OMol25; level of theory: ωB97M-V with the def2-TZVPD basis set.

The calculation puts the molar mass at 246.05 g mol⁻¹. The LUMO energy is -0.70 eV. As for the multiplicity: 1.

Each line ends with the Löwdin charge.
Geometry (Å):
C: -0.57279 0.14073 -0.43768  -0.110
C: 0.67835 -0.68526 -0.06023  -0.151
C: -2.83840 0.73270 0.53176  -0.576
C: -1.77220 -0.27601 0.48845  -0.320
C: 1.88850 0.02084 -0.68269  -0.099
N: 3.55757 -0.74033 -0.02108  -0.360
N: -2.23277 -1.51611 -0.10607  -0.353
N: 2.22517 1.40361 -0.37375  -0.460
O: -2.46164 -2.45037 0.66154  0.098
O: -2.42395 -1.49811 -1.34322  0.063
O: 2.61629 2.11546 -1.24436  0.105
O: 1.99208 1.66683 0.79682  -0.015
Cl: -2.43689 2.17400 1.42470  0.657
Cl: 3.66965 -0.22214 1.59943  0.605
H: -0.86772 -0.01046 -1.49523  0.131
H: -0.16327 1.18787 -0.15315  0.132
H: 0.61489 -1.70232 -0.40749  0.125
H: 0.77268 -0.73472 0.97434  0.083
H: -3.07644 1.00733 -0.46907  0.089
H: -3.69321 0.40547 0.92996  0.042
H: -1.57143 -0.62456 1.57781  0.191
H: 1.87665 -0.24526 -1.69414  0.121
H: 4.21885 -0.14920 -0.49665  0.003

A 13-piece molecular cluster, C5H32O13 overall. Source: OMol25; level of theory: ωB97M-V with the def2-TZVPD basis set.

The calculation puts the molar mass at 300.30 g mol⁻¹. The LUMO energy is -0.03 eV. As for the multiplicity: 1. The energy above the lowest of the compared OMol25 structures with the same formula, charge and spin is 71.63 kJ/mol.

Each line ends with the Löwdin charge.
Geometry (Å):
C: 2.40452 1.59121 1.92518  -0.015
C: 1.95645 0.39373 1.58646  -0.192
C: 0.80287 0.14459 0.71365  -0.091
C: -0.03215 -0.88255 0.96922  -0.361
O: 0.39505 -1.80332 1.85317  0.035
C: -1.37640 -1.04106 0.38345  -0.009
H: 3.14425 1.94417 2.61366  0.061
H: 1.89205 2.44910 1.47733  0.052
H: 2.35578 -0.50510 2.05197  0.116
H: 0.76973 0.77879 -0.15210  0.078
H: -0.12189 -2.62410 1.80539  0.077
H: -1.98294 -1.71898 0.95104  0.088
H: -1.46665 -1.41019 -0.64513  0.051
H: -1.89647 -0.09689 0.22860  0.080
H: -0.11115 -1.08643 4.28958  0.010
H: 0.24489 0.28269 4.49870  0.047
O: -0.56165 -0.25789 4.38339  -0.052
H: -0.27315 -4.53037 0.97823  0.077
H: -0.63998 -3.72765 -0.27072  0.001
O: -0.88885 -3.84229 0.66362  -0.067
H: -2.70783 -1.86090 -2.51251  -0.013
H: -3.77268 -2.74534 -1.67178  0.061
O: -3.23172 -2.68325 -2.47786  -0.075
H: -1.97773 3.06128 2.53644  0.010
H: -2.39988 2.03664 3.58657  0.031
O: -2.68791 2.49363 2.79085  -0.043
H: -2.40196 0.06276 -3.31377  0.090
H: -1.12855 0.09812 -2.37051  0.006
O: -2.00436 -0.26480 -2.49350  -0.047
H: 3.31779 2.30210 0.04824  0.013
H: 3.25412 2.29435 -1.56212  0.063
O: 3.47232 1.79311 -0.75949  -0.056
H: -1.99292 1.89837 -0.33086  0.034
H: -1.68355 3.44176 -0.54780  0.026
O: -1.79292 2.59509 -0.95682  -0.037
H: 2.66292 -0.97758 0.03502  -0.001
H: 3.78958 -0.16518 -0.51298  0.019
O: 3.33309 -1.00232 -0.67146  -0.057
H: 0.67003 4.69821 -1.07650  0.077
H: 0.88520 3.44510 -0.31963  0.025
O: 0.36313 4.28520 -0.22940  -0.079
H: -1.58077 -3.75228 -2.05311  0.023
H: -0.24081 -2.77396 -2.15151  0.024
O: -0.62384 -3.67155 -2.00946  -0.070
H: 1.31994 -0.74931 -2.31322  0.067
H: 1.30120 -1.62777 -1.12031  0.043
O: 0.72004 -1.26941 -1.78830  -0.038
H: -0.24054 2.33400 -1.97143  0.013
H: 0.43793 0.99282 -1.69339  -0.023
O: 0.32635 1.65367 -2.39406  -0.073

One molecule with the formula C21H24N4O4S. Source: OMol25; level of theory: ωB97M-V with the def2-TZVPD basis set.

The calculation puts the molar mass at 428.51 g mol⁻¹. The SMILES is N#CCCN(CCN1CCCC1)S(=O)(=O)c1ccc(-c2ccc([N+](=O)[O-])cc2)cc1. The LUMO energy is -0.88 eV. As for the multiplicity: 1. The energy above the lowest of the compared OMol25 structures with the same formula, charge and spin is 500.28 kJ/mol.

Each line ends with the Löwdin charge.
Geometry (Å):
N: -3.96272 -4.13970 3.02566  0.151
C: -4.01099 -3.48513 2.08939  -0.239
C: -4.05565 -2.63859 0.92950  -0.156
H: -3.94759 -3.24962 0.02901  0.108
C: -2.90665 -1.60966 0.96183  -0.199
N: -2.89792 -0.72461 -0.17041  -0.247
S: -2.23489 -1.39865 -1.55200  0.696
O: -2.57042 -0.56988 -2.67029  -0.264
O: -2.56334 -2.79699 -1.63998  -0.282
C: -0.48537 -1.26032 -1.19628  -0.261
C: 0.36161 -2.28951 -1.55944  -0.036
C: 1.71648 -2.17543 -1.30430  -0.006
C: 2.22320 -1.02885 -0.69289  -0.170
C: 1.34609 -0.00373 -0.33565  -0.002
C: -0.01016 -0.11627 -0.58317  -0.029
H: -0.70944 0.66043 -0.30363  0.090
H: 1.73030 0.87438 0.16166  0.112
C: 3.66346 -0.90303 -0.42741  -0.167
C: 4.32228 0.30509 -0.66435  -0.006
C: 5.67432 0.42810 -0.42207  0.018
C: 6.37940 -0.66448 0.06931  -0.150
C: 5.74180 -1.87508 0.31492  0.019
C: 4.39068 -1.98941 0.06316  -0.006
H: 3.88510 -2.92078 0.26627  0.119
H: 6.31579 -2.70419 0.69957  0.122
N: 7.79094 -0.53996 0.32793  -0.364
O: 8.37068 -1.51097 0.76540  0.083
O: 8.31350 0.52894 0.09303  0.083
H: 6.19864 1.35316 -0.60707  0.121
H: 3.77108 1.14301 -1.06246  0.119
H: 2.38854 -2.96613 -1.60139  0.119
H: -0.05373 -3.16638 -2.03041  0.117
C: -3.95418 0.25813 -0.30277  -0.173
H: -4.72199 -0.08112 -1.00857  0.129
H: -4.41619 0.38925 0.67853  0.124
C: -3.40710 1.59732 -0.80701  -0.186
N: -2.27029 2.06004 -0.04311  -0.212
C: -2.54546 2.43204 1.33383  -0.184
H: -3.42852 3.09147 1.40176  0.125
C: -1.28232 3.17888 1.77518  -0.153
H: -0.59653 2.49831 2.27773  0.103
H: -1.52286 3.98620 2.46442  0.104
C: -0.66431 3.70007 0.46452  -0.157
H: 0.32018 3.26303 0.30512  0.094
H: -0.55797 4.78314 0.46266  0.105
C: -1.63604 3.23390 -0.62162  -0.190
H: -2.37754 4.02238 -0.83619  0.123
H: -1.13823 2.96734 -1.55529  0.122
H: -2.72919 1.54372 1.93899  0.108
H: -4.23605 2.33059 -0.79427  0.131
H: -3.07723 1.46245 -1.83836  0.106
H: -2.95980 -1.01391 1.87906  0.130
H: -1.95123 -2.14085 0.95174  0.128
H: -5.02218 -2.12813 0.90020  0.127

Largest force on an atom list, top to bottom, in eV/Å: 4.3, 2.3, 1.4